# 1
This record from OMol25 describes 2 unconnected molecules or ions with the total composition C3H6OSi2. The level of theory is ωB97M-V/def2-TZVPD.

Results
Kohn-Sham gap = 6.89 eV
LUMO level = -0.944 eV
energy above the lowest of the compared OMol25 structures with the same formula, charge and spin = 53.1 kcal per mole

ORCA input file:
```
! RIJCOSX wB97M-V def2-TZVPD def2/J DEFGRID3
* xyz 0 1
C 0.19 -0.95 -0.03
C -0.96 -0.31 0.18
C -0.97 -1.78 0.16
O -1.36 -2.90 0.02
Si 2.71 -0.04 -0.08
Si -1.88 1.24 -0.06
H 3.08 -1.44 0.36
H 2.07 1.03 0.72
H 3.56 0.23 -1.28
H -3.24 1.01 0.59
H -2.24 1.79 -1.43
H -0.96 2.13 0.85
*
```

---

# 2
This record from OMol25 describes 2 unconnected molecules or ions with the total composition C3H6P2. The level of theory is ωB97M-V/def2-TZVPD.

Results
Kohn-Sham gap (alpha / beta) = 6.40 / 7.99 eV
LUMO level (alpha / beta) = -0.423 / 0.278 eV
energy above the lowest of the compared OMol25 structures with the same formula, charge and spin = 124.9 kcal per mole

ORCA input file:
```
! RIJCOSX wB97M-V def2-TZVPD def2/J DEFGRID3
* xyz 0 1
C 1.26 1.48 -0.05
C 1.61 0.42 -0.79
C 0.25 0.43 -0.27
P -0.12 -1.80 1.77
P -1.26 0.31 -1.31
H 1.45 2.48 0.24
H 2.21 0.06 -1.57
H -1.36 -1.95 1.00
H -0.67 -0.77 2.41
H -2.21 0.31 -0.13
H -1.15 -0.98 -1.29
*
```

---

# 3
This record from OMol25 describes a molecular structure, C3H6P2. The level of theory is ωB97M-V/def2-TZVPD.

Results
Kohn-Sham gap = 8.21 eV
LUMO level = 0.029 eV
energy above the lowest of the compared OMol25 structures with the same formula, charge and spin = 37.6 kcal per mole

ORCA input file:
```
! RIJCOSX wB97M-V def2-TZVPD def2/J DEFGRID3
* xyz 0 1
C 0.25 -0.44 -0.08
C -1.98 0.60 0.28
C 1.68 -0.76 -0.32
P -1.10 -1.49 0.19
P -0.46 1.16 -0.44
H -2.95 0.61 -0.37
H -1.92 0.81 1.39
H 2.29 0.11 -0.21
H 2.04 -1.20 -1.27
H 2.11 -1.48 0.39
H 0.04 2.07 0.43
*
```

---

# 4
This record from OMol25 describes C3H6S in the gas phase. The level of theory is ωB97M-V/def2-TZVPD.

Results
structure (SMILES) = C=CSC
Kohn-Sham gap = 9.09 eV
LUMO level = 0.966 eV
energy above the lowest of the compared OMol25 structures with the same formula, charge and spin = 37.9 kcal per mole

ORCA input file:
```
! RIJCOSX wB97M-V def2-TZVPD def2/J DEFGRID3
* xyz 0 1
C -1.43 -1.18 1.20
C -0.46 -0.51 0.46
S -0.44 0.40 -0.99
C 1.14 1.11 -1.00
H -2.20 -1.24 0.59
H -1.31 -1.67 2.20
H 0.48 -0.54 0.97
H 1.40 2.01 -0.37
H 1.72 0.13 -0.89
H 1.11 1.47 -2.15
*
```

---

# 5
This record from OMol25 describes a molecular structure, C3H6S2. The level of theory is ωB97M-V/def2-TZVPD.

Results
Kohn-Sham gap = 7.64 eV
LUMO level = -0.543 eV
energy above the lowest of the compared OMol25 structures with the same formula, charge and spin = 103.8 kcal per mole

ORCA input file:
```
! RIJCOSX wB97M-V def2-TZVPD def2/J DEFGRID3
* xyz 0 1
C -2.02 0.53 0.20
C 0.51 -0.18 -0.12
C 1.85 -0.83 0.03
H -1.72 0.71 1.52
H -1.63 1.61 -0.33
H -3.19 0.37 -0.49
H 2.10 -0.37 1.11
H 1.96 -2.01 -0.19
H 2.46 -0.38 -0.73
S -0.91 -0.90 -0.54
S 0.58 1.45 -0.45
*
```

---

# 6
This record from OMol25 describes 2 unconnected molecules or ions with the total composition C3H6S2. The level of theory is ωB97M-V/def2-TZVPD.

Results
Kohn-Sham gap (alpha / beta) = 7.84 / 7.84 eV
LUMO level (alpha / beta) = -0.565 / -0.210 eV
energy above the lowest of the compared OMol25 structures with the same formula, charge and spin = 114.2 kcal per mole

ORCA input file:
```
! RIJCOSX wB97M-V def2-TZVPD def2/J DEFGRID3
* xyz 0 1
C 1.01 -0.40 -1.77
C 0.76 0.26 -0.65
C -1.55 -0.66 0.30
S 1.06 0.98 2.31
S 1.54 1.39 0.28
H 1.99 -0.41 -2.15
H 0.07 -0.87 -2.08
H -1.18 -1.62 0.63
H -1.81 0.09 0.97
H -2.08 -0.68 -0.65
H 0.20 1.93 2.82
*
```

---

# 7
This record from OMol25 describes 2 unconnected molecules or ions with the total composition C3H6S3. The level of theory is ωB97M-V/def2-TZVPD.

Results
Kohn-Sham gap (alpha / beta) = 7.50 / 7.47 eV
LUMO level (alpha / beta) = -1.331 / -1.351 eV
energy above the lowest of the compared OMol25 structures with the same formula, charge and spin = 104.0 kcal per mole

ORCA input file:
```
! RIJCOSX wB97M-V def2-TZVPD def2/J DEFGRID3
* xyz 0 1
C 0.05 0.26 -0.19
C -0.89 -0.52 -0.53
C 1.32 -0.37 0.23
S -3.48 0.29 -0.97
S 1.08 -0.25 2.14
S 2.75 0.40 -0.44
H -0.14 1.27 -0.06
H -1.12 -1.58 -0.73
H 1.30 -1.36 -0.16
H -3.31 1.55 -1.38
H 0.31 -1.36 2.33
H 2.12 1.66 -0.23
*
```

---

# 8
This record from OMol25 describes C3H6S3 in the gas phase. The level of theory is ωB97M-V/def2-TZVPD.

Results
structure (SMILES) = S=C(S)CCS
Kohn-Sham gap = 8.48 eV
LUMO level = -0.364 eV
energy above the lowest of the compared OMol25 structures with the same formula, charge and spin = 30.7 kcal per mole

ORCA input file:
```
! RIJCOSX wB97M-V def2-TZVPD def2/J DEFGRID3
* xyz 0 1
S -0.79 2.81 1.31
C -0.03 1.72 0.39
S 0.51 2.03 -1.20
C 0.24 0.17 0.76
C -0.47 -0.81 -0.22
S 0.33 -2.49 -0.42
H -0.31 3.04 -1.20
H 0.05 -0.19 1.74
H 1.37 0.10 0.43
H -1.49 -1.03 -0.08
H -0.31 -0.37 -1.31
H -0.79 -3.14 0.05
*
```

---

Sequential DFT total energy output: -21004.476; -21779.021; -21782.807; -14041.222; -24874.208; -24873.756; -35709.347; -35712.526 eV